1.
125
Properties=species:S:1:pos:R:3 method="wB97M-V/def2-TZVPD" mol_weight_g_mol=1188.14 charge=+1 e_lumo_ev=-2.68
C -7.18 1.38 0.48
O 2.34 -2.88 4.04
N -6.09 0.81 -0.39
H -7.33 1.29 4.05
C -10.95 -0.95 0.67
H -7.35 -0.26 2.11
O 1.34 -3.67 2.18
C -9.16 -1.22 -0.65
H 8.42 -6.96 -3.99
C 1.77 3.86 5.41
H 5.78 -0.89 -0.84
H 1.07 4.95 2.49
O 8.67 -1.37 -1.25
C -4.36 1.23 -5.91
H -2.53 0.23 -3.57
I -8.38 3.64 -2.58
H -3.37 -1.00 -4.54
H 10.83 -2.91 -0.34
H -3.51 3.45 0.47
H -2.79 1.20 -0.33
O 4.13 1.53 1.65
H 1.92 -2.31 0.43
C 9.52 -1.43 -2.31
O 2.48 3.69 4.26
C -3.33 4.03 -1.66
O 4.22 -4.17 -0.81
H 3.15 4.95 1.30
C 8.87 -6.97 -0.89
C 2.51 -1.56 4.56
H -2.03 4.53 0.13
H 7.87 -3.24 -0.98
O -4.75 -1.47 0.37
C 3.76 3.15 4.63
O 9.38 -6.87 -2.15
O 3.91 1.19 -0.58
O 5.97 -2.73 -0.73
H -5.07 1.71 -2.15
C 2.88 -4.09 -0.32
C -7.29 2.93 0.22
H -11.14 -0.61 1.69
C 2.61 4.00 1.29
H 4.47 3.97 4.70
O 10.26 -2.58 -2.28
H 4.11 2.44 3.88
H 1.50 0.21 3.84
C 5.95 0.19 -0.88
H -4.17 0.09 2.42
H 6.94 0.38 -1.30
O -5.31 1.78 -6.36
O -3.34 0.48 -0.72
O 1.01 -1.54 2.83
H 4.34 2.54 6.63
C 4.80 -2.96 -0.59
P -4.58 0.19 0.34
H -5.50 -1.75 -0.20
H -5.05 3.76 -3.05
C 7.16 -7.41 -2.27
O -3.27 0.87 -6.63
C 2.60 -2.62 -0.36
H -11.81 -0.69 0.05
H -3.13 2.94 -1.88
C 4.59 1.18 0.60
H -1.68 -0.37 -6.13
H 5.20 1.87 -2.04
C 1.30 -0.84 4.04
O 2.47 3.56 -0.05
O 0.50 4.46 0.54
H 2.55 -1.58 5.65
H -8.37 3.20 0.05
O -8.23 -0.96 -1.38
H 6.62 -6.47 -2.46
C 4.86 0.92 -1.61
O 5.85 0.73 0.44
C 8.69 -2.65 -0.61
C 3.48 2.51 5.96
H -11.45 -3.04 0.44
O 0.88 3.92 -1.62
O 3.89 -2.04 -0.18
C -6.64 3.21 -1.30
H 3.45 -1.15 4.18
H 3.16 3.27 1.88
H 10.02 -4.28 -1.12
O 0.73 4.44 5.47
H -6.53 -0.01 -0.85
C 10.03 -3.20 -1.02
C -7.60 1.62 3.02
H -10.06 -2.75 1.50
O -5.78 4.28 -1.11
C 8.46 -7.49 -3.03
H 2.20 -4.66 -0.94
H -1.60 1.30 -5.51
H 8.60 -2.54 0.47
O -4.22 0.88 -4.60
O -9.69 -2.45 -0.51
H 6.50 -8.25 -2.48
H 2.19 -2.30 -1.32
H -3.74 5.21 0.13
H -6.76 1.32 -2.27
H -4.72 5.44 -2.56
H -2.58 4.59 -2.29
C 1.25 3.98 -0.48
O 7.59 -7.42 -0.92
C -3.06 0.05 -4.51
C 1.55 -2.78 2.95
H -8.01 2.65 2.91
H 0.44 -0.92 4.71
O 2.40 3.29 6.47
O 9.61 -0.59 -3.15
C -2.26 0.46 -5.71
C -6.01 1.77 -1.55
C -7.39 0.84 1.92
C 1.19 4.15 1.75
C -3.11 4.32 -0.12
H 2.86 -4.49 0.70
C -4.79 4.39 -2.16
O 9.47 -6.71 0.11
N -4.22 0.84 1.71
O -9.78 -0.31 0.13
H -8.09 1.01 -0.05
H 8.77 -8.52 -3.21
C -10.59 -2.40 0.61
H 4.41 0.32 -2.40
Cl -6.34 4.02 1.31
H 3.14 1.47 5.86
H 0.78 3.23 2.17

---

2.
118
Properties=species:S:1:pos:R:3 method="wB97M-V/def2-TZVPD" mol_weight_g_mol=1219.68 charge=+1 e_lumo_ev=-2.58
H -4.38 1.97 -1.16
F 4.81 6.84 2.16
C 1.46 3.76 -2.12
S -0.61 0.51 -2.78
H 1.42 -4.54 0.81
N 0.89 -4.33 -0.04
F 3.93 4.61 1.10
C -2.74 2.41 4.21
H 6.61 4.50 -0.85
F -0.57 -4.99 -4.02
H -1.02 -3.37 -1.43
O -5.34 -0.70 -0.33
H 1.87 1.83 -3.10
H 0.22 -4.82 -2.20
H -2.01 3.31 -0.02
C 0.50 -5.13 -3.21
C 6.51 5.52 3.16
H -3.54 4.43 -1.07
C -2.53 -3.72 3.02
H -3.75 2.56 2.38
O 2.12 -0.62 3.34
C -5.14 -0.55 0.78
C -4.33 3.98 -0.49
C -3.98 2.47 -0.27
F 2.13 -6.57 -2.38
H -2.41 -4.72 3.44
F -2.77 -6.89 -6.18
C 1.73 2.88 -3.35
O -0.59 -8.37 -3.76
H -1.78 2.67 4.65
C -3.60 -3.71 1.88
H -0.56 3.10 -2.01
C 0.22 3.29 -1.28
H -2.82 -3.09 3.86
O 5.79 4.34 3.02
H -0.75 2.09 2.39
F 6.32 7.86 3.36
H -4.58 2.11 0.56
H -2.99 1.35 4.38
H 2.37 3.81 -1.51
C -0.28 -2.60 -1.18
C 0.09 -7.65 -2.75
C 1.06 -6.55 -3.22
H -1.53 -3.41 2.67
H 1.22 4.77 -2.45
C -2.44 2.33 -0.23
H 2.69 3.21 -3.77
H -1.59 -1.83 1.17
C -2.71 2.66 2.66
F 4.71 2.92 -0.04
H -1.95 -4.07 0.54
H -1.73 -1.37 -1.71
H -3.51 3.02 4.66
C -1.70 1.65 2.09
H -1.97 0.49 -2.81
H 0.78 -0.48 -1.28
C 5.74 4.98 -0.38
F -2.71 -8.76 -4.13
C 2.02 -0.19 0.90
F 7.41 5.65 2.17
H 0.45 3.47 1.45
H -1.77 0.74 2.71
H 7.00 3.51 1.53
C 0.55 0.18 1.22
F -0.62 -6.58 -5.94
H -3.12 0.06 -0.64
C 5.95 3.61 1.81
C 5.08 4.06 0.63
H 0.98 3.05 -4.12
C -2.00 -1.42 0.25
C 0.64 2.14 -0.30
F 7.20 5.41 4.31
C -1.62 -7.46 -5.74
H -4.39 -2.99 2.06
F 1.44 -4.25 -3.64
F -2.15 -6.76 -3.52
N -1.08 -1.35 -0.91
F 1.53 -6.86 -4.45
H 0.31 -2.50 -2.09
H -0.08 4.18 -0.72
H 2.78 -0.71 4.04
C -2.95 -3.62 0.48
H 0.72 -8.40 -2.27
F 4.86 5.29 -1.37
I -2.03 4.73 2.54
H -3.49 -1.00 2.10
C -2.69 -0.04 0.36
C 1.23 2.94 0.90
H 1.89 2.36 1.54
H 0.06 -0.74 1.56
H -1.42 -8.36 -6.34
C 2.71 -0.74 2.15
H 1.85 3.74 0.51
F -6.17 -0.64 1.63
O 3.75 -1.25 2.05
H -4.06 -4.70 1.92
C 0.53 -3.14 0.00
H -0.58 -7.30 -1.97
H -4.54 4.50 0.44
H -4.02 0.64 2.03
C -1.74 1.21 0.60
C 5.59 6.73 3.27
H -3.52 -4.29 -0.17
O -3.00 -2.34 -0.16
F 6.13 6.14 0.18
C -0.23 -0.12 -1.08
H 0.65 0.77 2.13
C -0.25 0.92 0.08
C -1.76 -7.82 -4.26
H 4.94 6.65 4.14
I -6.07 4.06 -1.80
H 5.62 2.61 2.06
H 2.18 -0.96 0.15
C -3.80 -0.22 1.40
H 0.79 -2.58 0.90
H 1.53 1.74 -0.80
H -2.17 2.15 -1.27
H 2.64 0.66 0.62

---

3.
107
Properties=species:S:1:pos:R:3 method="wB97M-V/def2-TZVPD" mol_weight_g_mol=1060.90 charge=-2 e_lumo_ev="3.65 / 3.65"
H -1.33 6.05 4.46
H 2.66 -3.49 -2.29
As -1.66 1.24 3.99
C -2.47 -8.82 -0.19
H 0.80 -5.82 -2.17
H -2.89 -6.30 -2.24
H 0.89 4.78 2.76
C 0.52 2.82 -5.16
C -1.13 -5.25 -1.51
H -3.52 -8.89 -0.44
C -1.00 -6.09 -0.22
C 1.20 2.01 -2.90
H 2.03 -1.91 -2.75
H 6.67 6.83 -0.16
C 6.17 3.91 3.69
H 1.33 -5.61 -5.63
As -2.35 -7.15 0.89
H -1.73 3.98 8.24
C -3.04 -0.12 3.77
H -4.17 -1.09 -3.04
H -2.53 3.53 0.16
Na 2.51 1.01 -0.24
C 5.51 5.30 -1.12
H -2.23 -9.81 0.31
C 2.25 -2.90 -3.11
C -1.90 -6.02 -2.54
C 0.17 2.19 -3.94
H 0.64 4.09 1.15
H -2.29 1.92 7.06
H -0.32 -0.81 4.47
As -1.92 -2.31 -2.43
O 3.71 2.65 0.67
H -4.31 -6.62 -0.71
H 0.01 5.80 1.46
H -4.33 -5.36 0.51
H -4.98 -6.87 0.97
O -0.50 -1.17 1.76
C 6.18 5.86 -0.06
C -1.63 5.21 5.08
H -2.43 -0.95 3.38
H -3.90 0.21 3.17
C -2.19 2.81 5.06
H 0.81 -4.28 -1.19
H -4.24 -1.75 -1.46
H -2.61 3.02 -6.39
H -0.26 0.37 5.84
C 4.76 4.13 -0.92
C 6.26 5.22 1.19
H 2.80 -5.05 -4.69
C -4.16 -6.45 0.39
H -2.32 0.02 -1.36
O 1.42 -1.57 0.25
H -2.89 -4.13 -0.83
C -1.96 4.05 4.41
H -1.87 -8.71 -1.08
H -1.28 -3.51 -0.34
C 0.18 4.79 1.90
C -2.11 2.82 6.46
C -3.97 -2.00 -2.48
C -1.84 -3.94 -1.17
H -0.73 -0.47 -0.94
Cl 0.97 -1.21 1.68
C -0.24 0.23 4.76
H -0.60 -5.42 0.58
H -2.14 -1.18 -0.13
H 6.99 5.59 1.94
C 1.74 -5.36 -4.63
H -1.98 -5.57 -3.56
H 3.02 -2.77 -3.90
O 5.48 3.33 2.56
C 0.30 -4.90 -1.95
H 1.67 -6.27 -3.98
N 2.44 2.53 -3.14
H 5.60 5.78 -2.08
C -1.14 1.83 -3.62
H -3.83 4.07 1.27
C -1.82 2.76 -5.72
H -4.55 -2.89 -2.91
H -0.30 -6.94 -0.33
C -2.75 4.23 0.96
H -1.34 1.38 -2.63
C 5.47 4.08 1.38
H 6.08 3.24 4.55
H 0.63 0.73 4.38
H 4.72 3.53 -3.03
N 3.10 2.74 -2.03
H -1.18 6.00 7.06
H 1.53 3.19 -5.34
C 4.24 3.45 -2.06
H -3.40 -0.55 4.73
As 0.66 -3.91 -3.71
C -1.50 5.15 6.47
O -1.39 2.10 2.37
As -1.45 3.88 2.45
C -2.15 2.13 -4.53
O 1.50 0.18 1.99
H -0.24 3.37 -7.05
C 4.54 3.55 0.35
H -2.69 5.19 0.50
H -1.33 -6.94 -2.80
C -0.51 3.04 -6.07
H 5.76 4.89 3.91
H -3.15 1.80 -4.31
C -1.71 3.96 7.16
H 7.30 3.95 3.59
O 0.86 1.48 -1.80
C -1.73 -0.85 -1.08

---

4.
99
Properties=species:S:1:pos:R:3 method="wB97M-V/def2-TZVPD" mol_weight_g_mol=677.66 multiplicity=5 e_above_lowest_kcal_mol=0.0 charge=+1 e_lumo_ev="-2.37 / -3.88"
C -3.86 0.06 0.99
H -1.02 0.70 -4.00
C -1.12 -4.87 -1.27
H 2.29 4.52 -2.10
C 2.82 -2.17 -2.70
H -2.40 3.95 -0.39
H -1.83 2.35 5.35
C -2.75 0.49 1.85
H 3.23 -3.17 -2.56
C 1.86 -1.73 -1.78
C -1.17 1.54 5.01
H 4.78 2.57 -0.02
C -1.06 -2.86 -2.69
H 1.47 -3.73 -1.05
H 3.99 4.11 -1.88
C -1.60 1.12 3.67
C -3.18 0.56 -3.76
H -1.46 4.71 -2.54
H -4.76 0.63 1.25
H 2.11 -2.65 0.20
H -0.04 -3.12 -3.01
C 1.02 0.22 0.73
H 0.58 -3.04 3.59
C 1.42 -2.70 -0.67
C -2.07 1.14 -5.84
C -2.99 0.16 -2.41
C -1.64 3.16 -0.38
C 2.69 -0.04 -3.79
H -3.33 1.33 -7.56
H -1.49 2.85 0.66
C -4.48 0.99 -5.75
H -3.05 -2.02 -0.81
H -0.14 1.89 5.03
C 3.19 -1.33 -3.76
H 0.34 -1.47 2.80
H 2.39 2.79 1.74
H 3.85 -1.71 -4.53
H -1.29 0.72 5.74
H -5.35 0.50 -3.83
H 0.12 4.71 0.84
C 1.74 1.79 -2.43
H -1.76 -3.35 -3.39
C -2.00 0.81 -4.49
H 0.95 5.42 -0.58
H 3.69 3.94 1.36
C -1.73 -3.14 2.26
H -2.14 -2.12 2.21
C -0.35 3.67 -1.01
H -1.49 -5.35 -0.36
H -2.06 2.30 -0.93
C 2.68 3.61 1.08
C 0.63 -2.51 2.63
H 2.00 4.46 1.24
C 3.88 2.12 -0.46
C -0.32 -3.23 1.66
C 0.14 -4.70 1.61
H -0.64 -5.37 1.23
H -0.96 3.08 -3.03
H 0.34 -5.02 2.64
H 3.23 5.25 -0.78
C 3.06 4.32 -1.35
O 2.00 0.04 1.36
C -2.83 -3.08 -0.91
C -4.43 0.69 -4.39
H -1.69 -5.30 -2.10
P -0.27 -2.39 -0.03
C -1.37 -3.35 -1.27
H 0.26 0.88 2.76
H 2.97 0.69 -4.56
C 1.87 0.42 -2.71
H -3.48 -3.47 -1.72
H 2.13 2.48 -3.17
H 0.22 4.42 -3.02
H 1.68 -2.55 2.30
H -3.80 1.07 3.68
C -0.63 3.98 -2.49
N 1.33 -0.51 -1.83
H -1.20 -1.78 -2.80
H 3.65 1.22 0.11
H -0.79 5.67 -0.33
H -4.07 -1.01 1.10
N -1.41 0.46 1.52
H -5.44 1.04 -6.27
H -1.67 -3.42 3.32
H -0.06 -5.13 -1.42
N -2.23 0.00 -1.49
P 1.08 2.33 -0.87
H -2.44 -3.83 1.78
H 4.12 1.83 -1.49
H -3.13 -3.58 0.02
C 2.75 3.15 -0.38
C -2.87 0.93 3.16
C -3.30 1.19 -6.48
H -3.68 0.26 -0.07
C 0.03 4.94 -0.23
Fe -0.52 -0.01 -0.27
N -0.76 0.82 2.66
H 1.06 -4.83 1.03
H -1.14 1.31 -6.38